Molecular formula: C4H39N2O14
Method: DFT, ωB97M-V/def2-TZVPD

Last column: Mulliken charge in e.
Element x y z (Å)
N (2.0692, -0.1638, -0.8643)  0.453
C (1.2539, 0.3757, 0.2922)  -1.434
C (-0.2504, 0.0170, 0.1633)  0.926
N (-0.4588, -0.6751, -1.1246)  -0.022
C (-1.2766, 0.1121, -2.0285)  -0.233
C (-1.0224, -0.4579, -3.5280)  -0.559
O (-0.3772, 0.6313, -4.1534)  -0.537
H (2.7671, -0.8293, -0.5167)  0.455
H (2.5193, 0.6975, -1.1668)  0.395
H (1.4483, -0.6154, -1.5735)  -0.039
H (1.5933, -0.0993, 1.2502)  0.368
H (1.4434, 1.4587, 0.3791)  0.290
H (-0.4069, -0.6501, 1.0302)  -0.068
H (-0.9009, 0.9163, 0.2299)  -0.379
H (-0.7472, -1.6294, -1.0145)  0.249
H (-2.3605, 0.1076, -1.8961)  0.425
H (-0.9483, 1.1754, -2.0318)  0.085
H (-1.9172, -0.7002, -4.1294)  0.325
H (-0.3385, -1.3120, -3.3663)  0.200
H (0.5913, 0.4680, -4.0030)  0.348
H (-3.0444, 2.6397, 2.6456)  0.302
H (-2.1240, 2.0741, 1.5020)  0.374
O (-2.9255, 1.9269, 2.0048)  -0.780
H (-2.7055, -1.0523, 3.0383)  0.425
H (-2.8265, 0.5499, 3.0930)  0.410
O (-2.4057, -0.2160, 3.5285)  -0.741
H (2.1841, -2.6904, -1.6227)  0.318
H (2.2747, -3.9985, -2.3476)  0.320
O (1.8667, -3.1229, -2.4398)  -0.577
H (0.6604, 1.1366, 2.8353)  0.474
H (1.7281, 2.1278, 3.6742)  0.241
O (1.2034, 1.9914, 2.8867)  -0.699
H (0.5728, 3.1333, -0.6735)  0.265
H (0.2174, 3.5065, -2.2373)  0.409
O (0.9082, 3.2018, -1.5761)  -0.770
H (0.1008, -3.2223, 0.9550)  0.309
H (-0.6579, -4.3294, 0.2200)  0.273
O (-0.5935, -3.3485, 0.2960)  -0.594
H (2.7728, -3.4127, 0.4328)  0.345
H (2.1412, -2.2685, 1.1595)  0.297
O (2.8125, -2.4528, 0.4593)  -0.760
H (-1.8498, 3.7085, -2.8872)  0.322
H (-1.0304, 2.7885, -3.8686)  0.333
O (-1.0006, 3.5783, -3.3110)  -0.696
H (-0.6039, 4.2922, 1.4101)  0.286
H (0.2697, 3.1288, 2.0443)  0.358
O (-0.4107, 3.3543, 1.3691)  -0.566
H (1.7359, 1.9952, -2.6714)  0.437
H (2.2087, 1.3384, -4.0580)  0.308
O (2.0149, 1.1775, -3.1319)  -0.748
H (-3.5658, -2.8655, 1.9806)  0.272
H (-2.3498, -2.3720, 1.1512)  0.321
O (-2.9528, -2.1145, 1.8829)  -0.638
H (-0.8825, -0.2821, 3.3386)  0.403
H (0.0210, -0.2204, 4.4520)  0.325
O (0.1446, -0.3483, 3.5027)  -0.845
H (0.8456, -1.9609, 3.1420)  0.368
H (1.4394, -3.4413, 3.2361)  0.264
O (1.1253, -2.7576, 2.6365)  -0.596

Its energy relative to the best compared isomer or geometry (same formula, charge and spin) is 45.04 kcal per mole. As for the charge: +1. The gap between HOMO and LUMO comes out at 9.28 eV. The calculation puts the highest occupied orbital energy at -11.815 eV. The lowest unoccupied orbital energy comes out at -2.54 eV.